No. 1
Computed, not measured: a 7-piece molecular cluster, C29H50Cl3O14P overall in a non-equilibrium geometry, with ωB97M-V/def2-TZVPD.

Each line ends with the Löwdin charge.
Geometry (Å):
C: -26.22486 -3.96315 14.05446  -0.125
C: -25.53761 -4.66540 12.94747  -0.283
C: -25.51331 -6.13764 13.19715  -0.242
C: -24.23435 -6.69294 13.92044  -0.243
P: -23.93978 -8.44782 13.70110  1.031
C: -23.81455 -8.92587 11.99759  -0.265
C: -22.78290 -8.12267 11.23532  -0.257
C: -22.64305 -8.57926 9.79231  -0.240
C: -21.84046 -9.87795 9.74515  -0.088
C: -25.14707 -9.44638 14.65768  -0.225
C: -26.58159 -9.55202 14.07981  -0.198
C: -27.42193 -10.44882 15.02890  -0.250
C: -28.20855 -9.74333 16.14800  -0.094
C: -22.28827 -8.62965 14.55006  -0.239
C: -22.24447 -8.32038 15.99684  -0.270
C: -21.00457 -8.79196 16.71338  -0.293
C: -21.09692 -8.93618 18.17991  -0.106
H: -27.14284 -4.41484 14.43049  0.083
H: -26.41970 -2.92259 13.79489  0.078
H: -25.51825 -3.89242 14.88138  0.077
H: -24.50322 -4.32943 12.87495  0.118
H: -26.16120 -4.44679 12.08061  0.115
H: -25.64971 -6.60883 12.22376  0.098
H: -26.38936 -6.51938 13.72146  0.098
H: -24.33623 -6.50024 14.98842  0.104
H: -23.29099 -6.29141 13.55037  0.094
H: -24.76257 -8.67229 11.52321  0.103
H: -23.56900 -9.98771 11.98015  0.088
H: -21.82591 -8.10469 11.75680  0.114
H: -23.14953 -7.10781 11.08124  0.109
H: -22.25521 -7.83178 9.10025  0.113
H: -23.65487 -8.68980 9.40230  0.105
H: -21.95510 -10.36674 8.77765  0.071
H: -22.06953 -10.65102 10.47863  0.050
H: -20.78179 -9.61902 9.76150  0.087
H: -25.01793 -8.96898 15.62903  0.093
H: -24.63416 -10.40816 14.65703  0.069
H: -26.52236 -9.92869 13.05868  0.101
H: -27.17572 -8.64647 13.95690  0.094
H: -26.79442 -11.25125 15.41676  0.105
H: -28.18049 -11.00627 14.47941  0.095
H: -28.97828 -9.04185 15.82623  0.078
H: -27.64850 -9.59047 17.07054  0.073
H: -28.79214 -10.55876 16.57531  0.061
H: -21.64501 -7.85924 14.12489  0.103
H: -21.83082 -9.58451 14.29104  0.081
H: -23.06378 -8.80097 16.53150  0.104
H: -22.27417 -7.26380 16.26303  0.121
H: -20.13634 -8.15578 16.54147  0.119
H: -20.71426 -9.74044 16.26148  0.107
H: -22.01417 -9.44931 18.46879  0.080
H: -21.01712 -7.94314 18.62218  0.078
H: -20.22102 -9.49548 18.50868  0.084
Cl: -22.67923 -12.75800 14.60295  0.660
O: -23.44739 -12.36280 15.78363  -0.350
O: -22.77927 -14.16147 14.42518  -0.308
O: -23.08527 -12.05856 13.40367  -0.375
O: -21.27544 -12.40423 14.71066  -0.360
C: -23.35688 -13.26217 8.41717  0.061
C: -23.78510 -13.06764 9.65716  -0.220
C: -25.15266 -12.53224 10.01695  -0.278
O: -25.52612 -12.29449 11.18337  0.080
C: -25.87558 -12.18952 8.82038  0.074
C: -25.45329 -12.45177 7.54488  -0.187
C: -24.16752 -13.04253 7.21137  -0.307
O: -23.84595 -13.46560 6.08560  0.103
O: -26.24772 -12.11545 6.46350  0.086
O: -23.01032 -13.24491 10.75830  0.097
H: -22.37252 -13.69756 8.32844  0.140
H: -26.85842 -11.74414 8.86593  0.132
H: -25.91143 -12.36904 5.60083  0.111
H: -23.52562 -12.84760 11.46414  0.049
C: -28.59062 -14.06340 15.43916  0.077
C: -29.61263 -13.95975 14.57606  -0.230
C: -29.35562 -13.95432 13.16195  -0.377
O: -30.32109 -13.96134 12.45613  0.136
C: -27.97949 -14.06646 12.67666  0.101
C: -26.96600 -14.14785 13.62231  -0.124
C: -27.17084 -14.34255 15.10094  -0.322
O: -26.27853 -14.63179 15.85562  0.151
O: -25.58592 -14.04818 13.30084  0.018
O: -30.89572 -13.80020 15.07079  0.087
H: -28.79470 -14.03430 16.49930  0.132
H: -27.62718 -13.97338 11.66000  0.120
H: -24.99136 -14.17599 14.04365  0.052
H: -31.45996 -13.43682 14.38436  0.106
O: -24.21447 -16.67884 12.67176  -0.046
H: -23.60561 -16.94678 13.36004  0.033
H: -24.53753 -15.82400 12.95656  -0.018
O: -20.05767 -10.78603 12.52503  -0.049
H: -20.69769 -11.15960 11.91919  0.002
H: -20.35668 -11.06328 13.39103  -0.017
C: -20.83808 -13.73961 18.00544  -1.044
Cl: -19.33718 -14.06320 18.99270  0.451
Cl: -22.20108 -13.32975 18.95139  0.552
H: -20.66376 -12.88391 17.35314  0.005
H: -21.08743 -14.61643 17.40786  0.034

As for the lowest unoccupied orbital energy: -2.0 eV. As for the HOMO energy: -0.351 hartree. The HOMO-LUMO gap is 7.6 eV.

=====

No. 2
Computed, not measured: a single C5H4N2 molecule, with ωB97M-V/def2-TZVPD.

Each line ends with the Löwdin charge.
Geometry (Å):
C: -0.07524 -0.31247 -2.81890  0.112
C: -0.15048 -0.29626 -1.61574  -0.107
C: -0.12887 -0.18044 -0.19275  -0.253
C: -0.06298 1.02365 0.47951  -0.051
N: 0.13800 0.72580 1.77977  -0.031
N: 0.18410 -0.59424 2.01561  0.028
C: 0.00613 -1.15546 0.83329  -0.112
H: 0.00663 -0.34666 -3.88343  0.024
H: -0.20618 2.02138 0.09018  0.128
H: 0.33768 1.34850 2.54615  0.151
H: -0.04878 -2.23379 0.76633  0.110

Its SMILES is C#Cc1cn[nH]c1. Its energy relative to the best compared isomer or geometry (same formula, charge and spin) is 181.1 kJ/mol. As for the lowest unoccupied orbital energy: 0.9 eV. As for the HOMO energy: -0.327 hartree. The HOMO-LUMO gap is 9.9 eV.

=====

No. 3
Computed, not measured: a 2-piece molecular cluster, C8H6ClF2NO2S overall in a non-equilibrium geometry, with ωB97M-V/def2-TZVPD.

Each line ends with the Löwdin charge.
Geometry (Å):
C: -0.86130 -1.12383 0.33983  -0.004
C: -0.13193 1.15440 0.68184  0.002
C: -2.17319 -0.69500 0.28310  -0.083
C: -1.44314 1.58290 0.62978  -0.079
C: 0.15643 -0.20225 0.55730  -0.138
C: -2.45983 0.65623 0.43127  -0.661
C: 2.07287 -0.56594 -0.73362  0.279
C: 1.60811 -0.66829 0.65698  -0.579
N: 4.62464 -0.73895 -0.43610  -0.192
O: 6.19320 0.98303 0.51486  -0.314
O: 3.94035 1.72757 -0.21991  -0.359
F: 2.30921 0.11572 1.51576  0.093
F: 1.68089 -1.92031 1.16361  0.111
S: 4.89894 0.67381 -0.01211  0.556
Cl: -4.09450 1.19131 0.36932  0.705
H: -0.62642 -2.17224 0.24065  0.126
H: 0.66695 1.86172 0.84295  0.131
H: -2.97179 -1.40295 0.13357  0.110
H: -1.67840 2.62871 0.74822  0.112
H: 1.99360 -1.42120 -1.37721  0.106
H: 2.22730 0.41794 -1.13252  0.081

Its energy relative to the best compared isomer or geometry (same formula, charge and spin) is 117.3 kJ/mol. As for the lowest unoccupied orbital energy (spin up / spin down): -2.5 / -2.5 eV. As for the HOMO energy (spin up / spin down): -0.346 / -0.345 hartree. The HOMO-LUMO gap (spin up / spin down) is 6.9 / 6.9 eV.

=====

No. 4
Computed, not measured: C15H21N3O3Zr as an isolated structure in a non-equilibrium geometry, with ωB97M-V/def2-TZVPD.

Each line ends with the Löwdin charge.
Geometry (Å):
C: -1.01436 -0.27163 -4.20752  -0.166
C: -1.81006 0.54323 -3.33360  -0.296
C: -2.25225 -0.28247 -2.23411  -0.277
C: -1.73184 -1.60039 -2.44384  -0.169
C: -1.00370 -1.59806 -3.67360  -0.165
Zr: 0.03150 0.16178 -1.86169  1.577
N: 1.28211 -1.65853 -2.03553  -0.275
C: -0.92556 2.79646 -1.62925  -0.119
C: -1.91476 2.34912 -0.83180  -0.045
H: -2.96350 0.01475 -1.46854  0.100
H: -2.14068 1.55720 -3.53068  0.089
H: -1.94309 -2.45943 -1.81072  0.114
H: -0.52930 -2.45918 -4.13546  0.105
H: -0.58436 0.05528 -5.15464  0.107
H: -2.92831 2.15251 -1.19481  0.075
H: -0.01574 3.24047 -1.20425  0.053
H: 1.92927 -2.42926 -2.03973  -0.143
H: -1.80641 2.35562 0.25645  0.077
H: -1.04574 2.97635 -2.70260  0.061
C: 2.68911 -1.62779 1.24959  -0.078
C: 1.44092 -1.55100 2.10961  -0.158
C: 0.75472 -0.15701 2.09583  -0.293
C: -0.52814 -0.14085 2.96895  -0.161
C: -1.48530 -1.28217 2.69727  -0.090
C: 1.72169 0.91174 2.64386  -0.376
O: 2.17355 0.87145 3.77930  0.099
N: 2.07089 1.96305 1.81147  0.210
C: 1.82228 2.09523 0.44003  -0.496
O: 2.22585 3.03100 -0.22043  0.083
N: 1.03452 1.07027 -0.07448  0.030
C: 0.39101 0.19248 0.69735  -0.404
O: -0.59399 -0.41439 0.08182  -0.178
H: 2.44395 -1.58464 0.17765  0.037
H: 3.18437 -2.58818 1.43774  0.083
H: 3.39771 -0.82833 1.50086  0.083
H: 0.70288 -2.29025 1.77264  0.120
H: 1.67960 -1.78270 3.15843  0.133
H: -0.22263 -0.14672 4.02631  0.127
H: -1.03263 0.82043 2.79173  0.125
H: -1.11334 -2.22614 3.11134  0.082
H: -2.44780 -1.06042 3.16702  0.080
H: -1.63238 -1.38795 1.61878  0.067
H: 2.68994 2.66909 2.19323  0.168

Its energy relative to the best compared isomer or geometry (same formula, charge and spin) is 315.7 kJ/mol. As for the lowest unoccupied orbital energy (spin up / spin down): -0.6 / -0.6 eV. As for the HOMO energy (spin up / spin down): -0.241 / -0.241 hartree. The HOMO-LUMO gap (spin up / spin down) is 5.9 / 5.9 eV.